{
  "formula": "C41H56BrN3O2ScSi",
  "method": "wB97M-V/def2-TZVPD",
  "total_charge": 1,
  "lumo_energy_ev": -3.17,
  "e_tot_ev": -150605.9942,
  "mol_weight_g_mol": 775.864,
  "e_homo_ev": -10.34,
  "e_above_lowest_kcal_mol": 67.65,
  "elements": ["Sc", "C", "C", "C", "C", "C", "C", "H", "H", "H", "H", "H", "H", "C", "N", "C", "C", "C", "C", "C", "C", "C", "C", "H", "H", "H", "H", "H", "H", "H", "H", "H", "H", "H", "H", "C", "O", "C", "C", "C", "Br", "C", "C", "C", "O", "C", "N", "C", "C", "C", "C", "C", "C", "N", "H", "H", "H", "H", "H", "H", "H", "H", "H", "H", "H", "C", "C", "C", "C", "Si", "C", "C", "C", "C", "C", "C", "C", "C", "H", "H", "H", "H", "H", "H", "H", "H", "H", "H", "H", "H", "H", "H", "H", "H", "H", "H", "H", "H", "H", "H", "H", "H", "H", "H", "H"],
  "xyz": [[0.173, -0.042, -0.475], [1.822, -1.712, 2.105], [1.386, -0.767, 3.031], [0.150, -0.919, 3.644], [-0.661, -1.997, 3.314], [-0.247, -2.918, 2.362], [1.003, -2.787, 1.773], [2.826, -1.657, 1.705], [2.039, 0.048, 3.319], [-0.164, -0.209, 4.399], [-1.616, -2.130, 3.806], [-0.880, -3.759, 2.112], [1.366, -3.556, 1.102], [-1.833, 1.932, -2.455], [-2.345, 0.913, -1.524], [-3.483, 1.498, -0.806], [-2.839, -0.247, -2.291], [-1.836, -1.347, -2.538], [-1.981, -2.099, -3.697], [-1.210, -3.234, -3.905], [-0.320, -3.635, -2.921], [-0.157, -2.856, -1.786], [-0.886, -1.678, -1.554], [-2.618, 2.270, -3.143], [-1.015, 1.526, -3.052], [-1.479, 2.801, -1.899], [-4.253, 1.840, -1.508], [-3.157, 2.354, -0.214], [-3.931, 0.756, -0.148], [-3.267, 0.088, -3.244], [-3.653, -0.699, -1.721], [-2.709, -1.792, -4.439], [-1.307, -3.796, -4.825], [0.269, -4.534, -3.046], [0.563, -3.197, -1.044], [-2.554, 0.185, 2.069], [-1.504, 0.988, 1.520], [-1.562, 2.325, 1.804], [-2.390, 2.891, 2.757], [-2.406, 4.272, 2.914], [-3.542, 5.033, 4.225], [-1.620, 5.094, 2.134], [-0.769, 4.521, 1.192], [-0.739, 3.142, 1.038], [0.060, 2.534, 0.092], [0.043, 5.369, 0.306], [-0.420, 6.318, -0.447], [0.670, 6.799, -1.155], [0.744, 7.818, -2.100], [1.980, 8.088, -2.653], [3.125, 7.369, -2.284], [3.072, 6.352, -1.351], [1.827, 6.084, -0.799], [1.396, 5.143, 0.122], [-3.526, 0.633, 1.863], [-2.429, 0.069, 3.144], [-2.481, -0.783, 1.582], [-3.029, 2.283, 3.380], [-1.646, 6.169, 2.237], [0.522, 3.231, -0.404], [-0.140, 8.377, -2.379], [2.075, 8.881, -3.383], [4.074, 7.622, -2.737], [3.957, 5.802, -1.055], [1.997, 4.634, 0.751], [5.286, -1.208, -2.442], [3.817, -1.389, -2.045], [3.747, -2.336, -0.835], [3.099, -2.095, -3.203], [2.891, 0.283, -1.608], [4.070, 1.410, -0.499], [5.167, 2.122, -1.297], [4.736, 0.560, 0.592], [3.236, 2.477, 0.226], [2.413, 1.221, -3.280], [3.563, 1.369, -4.282], [1.265, 0.476, -3.984], [1.885, 2.621, -2.932], [5.692, -2.174, -2.760], [5.902, -0.859, -1.612], [5.404, -0.512, -3.274], [4.240, -3.282, -1.080], [2.704, -2.554, -0.584], [4.246, -1.925, 0.044], [3.499, -3.108, -3.314], [3.257, -1.577, -4.150], [2.027, -2.174, -3.022], [5.762, 1.421, -1.884], [5.844, 2.637, -0.606], [4.756, 2.872, -1.975], [5.448, -0.149, 0.173], [3.993, 0.009, 1.177], [5.286, 1.212, 1.278], [2.808, 3.186, -0.483], [3.879, 3.034, 0.919], [2.427, 2.023, 0.807], [3.892, 0.397, -4.653], [4.426, 1.877, -3.852], [3.229, 1.953, -5.146], [1.608, -0.414, -4.506], [0.798, 1.132, -4.727], [0.490, 0.154, -3.277], [2.652, 3.254, -2.485], [1.036, 2.551, -2.240], [1.534, 3.129, -3.835]],
  "lowdin_charge": [1.170, -0.108, -0.081, -0.089, -0.101, -0.067, -0.097, 0.077, 0.112, 0.117, 0.114, 0.117, 0.105, -0.074, -0.256, -0.071, -0.166, -0.264, -0.036, -0.054, -0.084, -0.153, -0.200, 0.105, 0.066, 0.082, 0.109, 0.090, 0.078, 0.129, 0.133, 0.117, 0.112, 0.113, 0.068, -0.059, -0.146, -0.229, -0.044, -0.658, 0.789, -0.047, -0.070, -0.178, -0.042, -0.283, 0.201, -0.216, -0.005, -0.079, -0.079, -0.022, -0.191, 0.149, 0.095, 0.091, 0.101, 0.110, 0.124, 0.076, 0.116, 0.106, 0.107, 0.110, 0.145, -0.086, -0.624, -0.110, -0.099, 0.841, -0.621, -0.084, -0.097, -0.135, -0.626, -0.081, -0.112, -0.100, 0.092, 0.064, 0.070, 0.095, 0.038, 0.053, 0.095, 0.067, 0.048, 0.070, 0.091, 0.064, 0.065, 0.053, 0.092, 0.032, 0.096, 0.059, 0.066, 0.065, 0.092, 0.070, 0.095, 0.022, 0.060, 0.041, 0.099]
}